Entry from the Open Molecules 2025 dataset: a single C26H29N3O8S molecule in a non-equilibrium geometry (the ωB97M-V functional and the def2-TZVPD basis).

HOMO in eV: -8.79
Gap between HOMO and LUMO in hartree: 0.3293
SMILES: Cc1ccc(S(=O)(=O)N2CCOCC2)cc1NC(=O)COC(=O)c1ccc(OCc2c(C)noc2C)cc1
Calculated total energy in eV: -59117.4739

Structure (ORCA input):
```
! RIJCOSX wB97M-V def2-TZVPD def2/J DEFGRID3
* xyz 0 1
C 3.46965 0.34508 3.83136
C 2.44935 -0.04032 2.80909
C 2.75056 0.10294 1.45674
C 1.85005 -0.25979 0.47362
C 0.62989 -0.78993 0.84635
C 0.28991 -0.92917 2.17436
C 1.18798 -0.53575 3.16349
N 0.82095 -0.69469 4.51908
C 0.56177 0.25057 5.46104
O 0.33798 -0.06149 6.60817
C 0.54593 1.70635 5.01281
H 1.55912 2.12770 5.05071
H -0.08837 2.25637 5.71533
O 0.02061 1.85563 3.70715
C 0.78682 2.48762 2.78931
O 1.86207 2.97212 3.06020
C 0.18308 2.46121 1.45449
C 0.91458 2.96174 0.37335
C 0.41559 2.87676 -0.90229
C -0.83318 2.28566 -1.14035
C -1.57877 1.81439 -0.05754
C -1.06980 1.89756 1.22025
H -1.64902 1.52433 2.04954
H -2.54700 1.36602 -0.20451
O -1.22716 2.24186 -2.42134
C -2.39527 1.49915 -2.75890
C -2.42278 1.35312 -4.24034
C -2.03905 0.27496 -4.99464
O -2.19767 0.57389 -6.29234
N -2.66869 1.84248 -6.41200
C -2.80584 2.32705 -5.20767
C -3.29308 3.70375 -4.95288
H -4.23354 3.67301 -4.40409
H -3.44515 4.21760 -5.89700
H -2.56453 4.24555 -4.35268
C -1.53271 -1.06600 -4.61912
H -0.90064 -1.45255 -5.41432
H -0.97039 -0.99863 -3.69055
H -2.36481 -1.75491 -4.47358
H -2.35406 0.51160 -2.28738
H -3.28791 2.03929 -2.41328
H 0.97141 3.24871 -1.74835
H 1.88027 3.40459 0.56400
H 0.64676 -1.64140 4.83456
H -0.68348 -1.31374 2.43679
S -0.51004 -1.33410 -0.41985
O -1.84796 -1.26168 0.08738
O -0.19850 -0.64617 -1.64014
N -0.21043 -2.93883 -0.71790
C -0.62331 -3.91655 0.26273
H -1.44375 -3.48031 0.83073
C 0.54530 -4.31761 1.16976
H 0.27168 -5.16746 1.79697
O 1.65599 -4.73832 0.40880
C 2.10446 -3.72090 -0.46002
H 2.95049 -4.14276 -1.00451
C 0.99566 -3.29678 -1.42915
H 1.29263 -2.43354 -2.02292
H 0.75871 -4.13233 -2.09713
H 2.44427 -2.85323 0.12720
H 0.83576 -3.46872 1.80887
H -0.98469 -4.80129 -0.27307
H 2.06866 -0.13090 -0.57394
H 3.71195 0.50815 1.18051
H 3.21875 -0.04062 4.81606
H 4.44917 -0.02849 3.54038
H 3.53381 1.43214 3.88261
*
```

Entry from the Open Molecules 2025 dataset: 6 unconnected molecules or ions with the total composition C28H56INO12S5 in a non-equilibrium geometry (the ωB97M-V functional and the def2-TZVPD basis).

HOMO in eV: -8.38
Gap between HOMO and LUMO in hartree: 0.3194
SMILES: CCCCN(CCCI)C(=O)O.O=S1(=O)CCCC1.O=S1(=O)CCCC1.O=S1(=O)CCCC1.O=S1(=O)CCCC1.O=S1(=O)CCCC1
Calculated total energy in eV: -118277.7289

Structure (ORCA input):
```
! RIJCOSX wB97M-V def2-TZVPD def2/J DEFGRID3
* xyz 0 1
C 0.09179 -1.48601 0.89823
C 0.72047 -0.74320 -0.33841
C 2.15986 -0.19235 0.01847
C 3.22537 -1.31745 -0.22496
N 4.28484 -1.47346 0.79548
C 4.97942 -0.20770 1.09617
C 4.56733 0.52103 2.42024
C 4.63866 2.07901 2.13022
I 3.14241 2.99317 3.44847
C 3.88364 -2.19816 1.95034
O 2.86377 -2.07369 2.52826
O 4.77963 -3.16915 2.40002
H 0.37174 -0.92492 1.81457
H -1.00339 -1.58076 0.82155
H 0.56330 -2.48938 0.93118
H 0.83103 -1.44333 -1.19346
H 0.08323 0.14205 -0.59834
H 2.35012 0.63216 -0.70210
H 2.09409 0.16144 1.06117
H 3.73074 -1.19933 -1.20858
H 2.67816 -2.28666 -0.26112
H 6.06738 -0.44623 1.18022
H 4.89757 0.45665 0.21313
H 3.53443 0.34391 2.75584
H 5.24736 0.33543 3.27148
H 4.32970 2.29792 1.09149
H 5.64634 2.46683 2.35384
H 4.55858 -3.95783 1.87842
C -5.05443 0.15658 -0.67722
C -4.43622 0.94347 0.48482
C -2.92363 0.70810 0.44459
S -2.51602 0.37976 -1.27269
O -2.05431 -0.98132 -1.38488
O -1.76255 1.49249 -1.80571
C -4.18786 0.45987 -1.89236
H -6.09440 0.43786 -0.84813
H -5.02537 -0.91474 -0.45536
H -4.64688 2.00793 0.35508
H -4.85475 0.64228 1.44586
H -2.36893 1.58101 0.78527
H -2.63848 -0.16407 1.03052
H -4.31950 -0.25857 -2.70553
H -4.36013 1.47488 -2.25448
C 2.11027 6.20745 -1.48804
C 2.78121 6.20468 -0.10775
C 1.74881 6.69364 0.90716
S 0.14723 6.25676 0.24482
O -0.57174 7.47252 -0.05702
O -0.42957 5.20785 1.05090
C 0.74055 5.54690 -1.28329
H 2.70357 5.67656 -2.22150
H 1.98118 7.23624 -1.83775
H 3.08682 5.18444 0.14139
H 3.67555 6.82886 -0.08888
H 1.87585 6.21405 1.87608
H 1.78259 7.77675 1.02103
H 0.03651 5.75067 -2.08813
H 0.83289 4.47483 -1.12976
C 1.10617 0.79335 -4.68887
C 0.00685 1.75948 -5.14243
C -0.15610 2.81704 -4.04583
S 1.43699 2.94700 -3.23592
O 1.29938 2.48711 -1.87576
O 2.03413 4.21684 -3.56222
C 2.24863 1.67080 -4.18717
H 1.43039 0.13969 -5.49879
H 0.73246 0.16485 -3.87576
H 0.30855 2.24073 -6.07675
H -0.93352 1.24135 -5.33029
H -0.42960 3.78720 -4.45712
H -0.88859 2.50961 -3.29749
H 2.95867 1.13599 -3.55849
H 2.76898 2.15352 -5.01536
C 3.33772 -4.15441 7.25167
C 2.23475 -5.18370 6.98145
C 2.30204 -5.54845 5.49476
S 4.00944 -5.30685 4.99471
O 4.06353 -4.22280 4.03602
O 4.61728 -6.58990 4.73121
C 4.58957 -4.69950 6.57304
H 3.49612 -4.00191 8.31950
H 3.06186 -3.19326 6.81001
H 2.41295 -6.07556 7.58796
H 1.24978 -4.79907 7.24753
H 2.02030 -6.58506 5.31949
H 1.68024 -4.88751 4.89160
H 5.35858 -3.94549 6.41727
H 4.99949 -5.54637 7.12488
C -8.89207 -2.80428 -3.17145
C -8.02568 -3.26376 -1.99341
C -6.61296 -3.51354 -2.53241
S -6.41784 -2.42818 -3.94664
O -6.28431 -3.23423 -5.13148
O -5.47212 -1.38470 -3.62049
C -8.07033 -1.74922 -3.90366
H -9.84964 -2.40445 -2.83807
H -9.09137 -3.64966 -3.83503
H -7.99672 -2.47712 -1.23473
H -8.42927 -4.15905 -1.52040
H -5.84983 -3.27908 -1.79237
H -6.49117 -4.53920 -2.87817
H -8.41712 -1.55881 -4.91738
H -8.03246 -0.81719 -3.33805
*
```

Entry from the Open Molecules 2025 dataset: 4 unconnected molecules or ions with the total composition C36H36F30N2O7S in a non-equilibrium geometry (the ωB97M-V functional and the def2-TZVPD basis).

HOMO in eV: -9.21
Gap between HOMO and LUMO in hartree: 0.3106
SMILES: CCCc1nc2c(CCCCOC=O)cc(CCCF)cc2nc1S(=O)(=O)C(F)(F)C(F)(F)F.FC(F)C(F)(F)COC(F)(F)C(F)F.FC(F)C(F)(F)COC(F)(F)C(F)F.FC(F)C(F)(F)COC(F)(F)C(F)F
Calculated total energy in eV: -147587.4379

Structure (ORCA input):
```
! RIJCOSX wB97M-V def2-TZVPD def2/J DEFGRID3
* xyz 0 1
C 6.26651 -0.28819 -1.84494
C 5.36761 -0.31191 -0.59907
C 4.65049 -1.68139 -0.38556
C 4.16189 -2.21321 -1.71702
N 3.51224 -1.36401 -2.46935
C 3.08347 -1.83674 -3.66825
C 2.35460 -0.98958 -4.53741
C 2.05308 0.42777 -4.06876
C 0.94279 0.34604 -2.97430
C -0.26630 -0.52794 -3.38769
C -0.23545 -1.92820 -2.80423
O -1.54898 -2.54454 -2.82326
C -1.37074 -3.90369 -2.81356
O -1.03795 -4.52063 -1.82526
C 1.94016 -1.40192 -5.73882
C 2.23020 -2.73792 -6.15077
C 1.74453 -3.18122 -7.52142
C 2.87815 -3.08318 -8.57234
C 3.75775 -1.83733 -8.42291
F 4.84622 -2.07314 -7.60032
C 2.90413 -3.54776 -5.33113
C 3.35209 -3.14415 -4.06418
N 4.01158 -4.05321 -3.29975
C 4.36894 -3.54147 -2.16292
S 5.22309 -4.69274 -1.06292
O 6.63180 -4.47813 -1.15957
O 4.68331 -4.68102 0.25551
C 4.89038 -6.38905 -1.77104
F 5.57482 -6.59247 -2.89215
F 5.38722 -7.23822 -0.86209
C 3.36250 -6.73540 -1.95964
F 3.12153 -7.93266 -1.41540
F 2.56623 -5.85480 -1.35844
F 3.04443 -6.80706 -3.24680
H 6.96827 0.55249 -1.80330
H 5.68711 -0.13244 -2.75791
H 6.88204 -1.19036 -1.92592
H 4.67611 0.52762 -0.55538
H 6.05547 -0.19722 0.24787
H 5.38291 -2.33032 0.08629
H 3.77265 -1.50455 0.24106
H 1.74205 1.06451 -4.89704
H 2.94942 0.79371 -3.56204
H 0.56079 1.34269 -2.73719
H 1.40267 -0.05116 -2.06574
H -0.32057 -0.53210 -4.48149
H -1.19890 -0.06004 -3.04910
H 0.16471 -1.96808 -1.78590
H 0.42498 -2.54470 -3.43516
H -1.53608 -4.45516 -3.75915
H 1.40667 -0.71674 -6.38775
H 1.41290 -4.22033 -7.42988
H 0.88751 -2.56349 -7.79960
H 3.54050 -3.95146 -8.53995
H 2.42404 -3.01221 -9.56645
H 3.20043 -0.95083 -8.10946
H 4.17308 -1.62259 -9.41518
H 3.09603 -4.56567 -5.66086
C -0.44940 4.02704 2.26003
C -0.86457 4.33523 0.80700
C -1.32025 3.14868 -0.04989
F -0.36324 2.21142 -0.19127
F -1.63364 3.57858 -1.29877
F 0.13192 5.01307 0.19444
F -1.92275 5.19319 0.88039
O 0.94564 3.88210 2.54364
C 1.58808 2.67306 2.35373
C 2.65410 2.74524 1.25584
F 2.13476 3.14804 0.08207
F 3.18875 1.51663 1.06044
F 0.70003 1.68573 2.14584
F 2.21685 2.38274 3.51477
H -0.73393 4.90601 2.83812
H -1.03012 3.21152 2.68146
H -2.20652 2.68394 0.37783
H 3.44895 3.44110 1.53166
C -4.72724 1.01272 3.72502
C -4.15912 1.53803 2.39024
C -5.05310 2.48837 1.58179
F -6.21351 1.92081 1.22206
F -4.43118 2.86657 0.43265
F -3.75774 0.49412 1.63681
F -3.02187 2.23677 2.70908
O -5.31889 -0.28549 3.73921
C -6.64399 -0.47611 3.38575
C -6.79292 -1.32057 2.11539
F -6.14137 -0.76860 1.07553
F -8.10015 -1.40838 1.77929
F -7.29254 0.69997 3.30440
F -7.21707 -1.15826 4.39993
H -3.86116 0.90606 4.37820
H -5.36213 1.74839 4.21634
H -5.26628 3.39514 2.15393
H -6.39697 -2.32527 2.27614
C -3.50156 5.28381 7.99530
C -3.33946 4.77267 6.54879
C -4.61031 4.56126 5.72108
F -5.44258 3.65476 6.25930
F -4.26673 4.09390 4.49091
F -2.59183 3.64806 6.55865
F -2.61014 5.71504 5.88615
O -3.45974 4.33559 9.06035
C -4.59423 3.63886 9.44658
C -4.46813 2.13153 9.19634
F -4.21417 1.86412 7.89989
F -5.62795 1.51917 9.51949
F -5.69552 4.16594 8.88062
F -4.72287 3.82283 10.77634
H -2.62258 5.90243 8.17368
H -4.35122 5.95960 8.09444
H -5.15422 5.50008 5.58899
H -3.66126 1.71031 9.79910
*
```